1.
{"formula": "CH4IPS", "method": "wB97M-V/def2-TZVPD", "charge": 0, "e_homo_ha": [-0.3370, -0.3055], "homo_lumo_gap_ev": [7.672, 6.381], "e_tot_ev": -29323.805, "de_lowest_kcal_mol": 79.1, "elements": ["C", "P", "S", "I", "H", "H", "H", "H"], "positions_angstrom": [[-1.31, 0.11, 1.33], [1.26, -0.21, -1.93], [-0.94, 1.47, 0.24], [3.29, 0.41, -3.15], [-0.75, -0.80, 1.22], [-2.48, -0.09, 1.36], [-0.92, 0.57, 2.38], [1.87, -1.47, -1.46]]}



2.
{"formula": "CH4N2", "method": "wB97M-V/def2-TZVPD", "charge": 0, "e_homo_ha": -0.3445, "homo_lumo_gap_ev": 10.376, "smiles": "[H]/N=C\\N", "e_tot_ev": -4081.396, "de_lowest_kcal_mol": 34.3, "elements": ["C", "H", "H", "H", "H", "N", "N"], "positions_angstrom": [[-0.12, -0.12, 0.43], [-1.44, -1.09, -0.92], [-0.51, 0.21, -1.61], [-0.42, -0.62, 1.33], [1.24, 1.13, -0.18], [-0.61, -0.53, -0.78], [0.87, 0.69, 0.61]]}



3.
{"formula": "CH4N2O", "method": "wB97M-V/def2-TZVPD", "charge": 0, "e_homo_ha": -0.3222, "homo_lumo_gap_ev": 9.534, "smiles": "[H]/N=N/CO", "e_tot_ev": -6126.643, "de_lowest_kcal_mol": 89.1, "elements": ["C", "N", "N", "O", "H", "H", "H", "H"], "positions_angstrom": [[-0.62, -0.15, -0.36], [1.56, 0.61, 0.30], [1.04, -0.43, 0.03], [-1.63, 0.26, 0.51], [-0.86, -1.09, -1.02], [-1.73, -0.37, 1.26], [-0.30, 0.70, -1.02], [2.54, 0.46, 0.29]]}



4.
{"formula": "CH4N2O", "method": "wB97M-V/def2-TZVPD", "charge": 0, "e_homo_ha": -0.3402, "homo_lumo_gap_ev": 9.611, "e_tot_ev": -6123.589, "de_lowest_kcal_mol": 159.6, "elements": ["C", "H", "H", "H", "H", "N", "N", "O"], "positions_angstrom": [[-1.04, 0.35, 0.02], [1.92, -0.64, 1.12], [0.02, -1.64, -0.35], [0.57, 1.48, -0.55], [-1.63, 1.20, -0.13], [1.25, -0.56, -0.22], [0.34, 0.57, 0.10], [-1.42, -0.76, 0.02]]}



5.
{"formula": "CH4N2O", "method": "wB97M-V/def2-TZVPD", "charge": 0, "e_homo_ha": -0.3601, "homo_lumo_gap_ev": 9.548, "smiles": "[H]/N=[N+](/C)[O-]", "e_tot_ev": -6125.249, "de_lowest_kcal_mol": 121.3, "elements": ["C", "N", "N", "O", "H", "H", "H", "H"], "positions_angstrom": [[0.34, 0.46, 0.00], [-0.90, -1.51, 0.20], [-0.91, -0.28, 0.12], [-2.10, 0.65, -0.26], [1.20, -0.31, 0.23], [0.38, 1.24, 0.73], [0.47, 0.95, -1.03], [-1.81, -1.94, 0.11]]}



6.
{"formula": "CH4N2O", "method": "wB97M-V/def2-TZVPD", "charge": 0, "e_homo_ha": [-0.2986, -0.3641], "homo_lumo_gap_ev": [9.134, 7.501], "e_tot_ev": -6123.377, "de_lowest_kcal_mol": 44.5, "multiplicity": 3, "s2": 2.015, "elements": ["C", "N", "N", "O", "H", "H", "H", "H"], "positions_angstrom": [[-0.44, 0.95, 0.03], [-1.17, 1.86, -0.34], [0.53, -1.43, -0.26], [0.21, 0.21, -0.86], [-0.36, 0.50, 1.02], [-1.78, 2.35, 0.25], [0.72, -1.79, -1.16], [-0.28, -1.50, 0.25]]}